# 1
{"formula": "C3H13N2", "method": "wB97M-V/def2-TZVPD", "symbols": ["C", "N", "H", "H", "H", "H", "H", "H", "C", "C", "N", "H", "H", "H", "H", "H", "H", "H"], "xyz": [[1.5300, -1.9185, 1.0270], [0.1748, -1.3195, 1.1799], [2.2612, -1.1849, 1.3617], [1.6739, -2.4058, 0.0680], [1.5482, -2.7679, 1.7319], [0.4493, 0.0780, 0.5759], [-0.5264, -1.9760, 0.8533], [-0.1230, -1.1795, 2.1397], [-1.2063, 1.1269, -1.9153], [-1.1206, 1.4004, -0.4175], [0.2888, 1.0734, 0.0201], [-0.4950, 1.6829, -2.5282], [-2.2266, 1.2403, -2.2634], [-0.8392, 0.0944, -2.0108], [-1.7304, 0.7079, 0.1642], [-1.3089, 2.4149, -0.0884], [0.6769, 1.6278, 0.7948], [0.9734, 1.3050, -0.6928]], "forces_ev_per_angstrom": [[-0.926, -1.278, 2.037], [-0.084, 0.217, -0.420], [0.267, -0.188, -0.522], [0.083, 0.759, -0.346], [0.565, 0.307, -0.139], [-1.425, -0.248, -1.593], [-0.002, 0.140, -0.491], [0.638, -0.077, 0.311], [0.601, -0.751, 0.664], [0.891, -0.251, 0.327], [1.722, 0.456, 1.542], [-0.287, 0.541, 0.203], [0.047, -0.087, -0.211], [-0.637, -0.011, -0.328], [-0.268, 0.173, -0.199], [-0.259, 0.154, -0.218], [-0.884, 0.650, -0.105], [-0.042, -0.504, -0.511]], "homo_energy_ev": -14.7, "e_above_lowest_kj_mol": 117.74, "total_charge": 1, "gap_ha": 0.4256, "e_lumo_ev": -3.082, "energy_ev": -6295.39677}

=====

# 2
{"formula": "C54H41BrCaF9NOPS2Sb2", "method": "wB97M-V/def2-TZVPD", "symbols": ["Ca", "C", "C", "C", "Sb", "C", "C", "C", "C", "C", "C", "C", "C", "C", "C", "C", "C", "Sb", "C", "C", "C", "C", "C", "C", "C", "C", "C", "C", "C", "C", "H", "H", "H", "H", "H", "H", "H", "H", "H", "H", "H", "H", "H", "H", "H", "H", "H", "H", "H", "H", "H", "H", "H", "H", "H", "H", "F", "C", "C", "F", "C", "F", "C", "P", "C", "C", "C", "C", "C", "C", "C", "C", "C", "C", "C", "C", "C", "Br", "C", "F", "H", "H", "H", "H", "H", "H", "H", "H", "H", "H", "F", "C", "C", "F", "C", "F", "C", "O", "C", "F", "C", "F", "S", "C", "N", "C", "C", "S", "H", "H", "H", "H", "H"], "xyz": [[0.2224, 0.0660, 0.8080], [-0.3234, -3.7103, -0.8612], [-0.1332, -4.0741, 0.6295], [1.3167, -4.0232, 1.1191], [2.3584, -2.1480, 0.9567], [3.2647, -2.2977, -0.9587], [3.2680, -3.4599, -1.7317], [3.8855, -3.4718, -2.9749], [4.5125, -2.3286, -3.4563], [4.5374, -1.1743, -2.6882], [3.9147, -1.1608, -1.4446], [3.9961, -2.7289, 2.1480], [3.7877, -2.9298, 3.5118], [4.8298, -3.3669, 4.3178], [6.0826, -3.5963, 3.7648], [6.2939, -3.3865, 2.4095], [5.2530, -2.9520, 1.5964], [-1.3877, -1.8514, -1.0796], [-3.3299, -2.6789, -0.9830], [-4.0195, -3.0064, -2.1487], [-5.2464, -3.6549, -2.0700], [-5.7847, -3.9843, -0.8339], [-5.1025, -3.6561, 0.3299], [-3.8794, -3.0003, 0.2594], [-1.2437, -1.5637, -3.1657], [-1.8372, -0.4343, -3.7341], [-1.7403, -0.2023, -5.1006], [-1.0379, -1.0889, -5.9071], [-0.4441, -2.2122, -5.3488], [-0.5499, -2.4540, -3.9832], [-0.9179, -4.4544, -1.3897], [0.6334, -3.6253, -1.3792], [-0.5163, -5.0823, 0.8008], [-0.7441, -3.4330, 1.2757], [1.9398, -4.7711, 0.6255], [1.3652, -4.2380, 2.1890], [2.8061, -4.3710, -1.3709], [3.8849, -4.3795, -3.5649], [4.9883, -2.3431, -4.4281], [5.0387, -0.2867, -3.0532], [3.9617, -0.2560, -0.8438], [2.8195, -2.7366, 3.9609], [4.6651, -3.5214, 5.3765], [6.8962, -3.9357, 4.3924], [7.2725, -3.5593, 1.9801], [5.4355, -2.7901, 0.5411], [-3.6100, -2.7574, -3.1199], [-5.7806, -3.9028, -2.9783], [-6.7375, -4.4947, -0.7778], [-5.5255, -3.9030, 1.2954], [-3.3737, -2.7243, 1.1761], [-2.3863, 0.2727, -3.1201], [-2.2157, 0.6681, -5.5363], [-0.9561, -0.9065, -6.9709], [0.1012, -2.9057, -5.9763], [-0.0804, -3.3374, -3.5677], [0.1111, 3.4261, -6.2160], [-0.1158, 3.2817, -4.9191], [-0.9699, 4.1427, -4.2616], [-1.5596, 5.1242, -4.9306], [-1.1991, 3.9725, -2.9084], [-2.0180, 4.8493, -2.3299], [-0.6147, 2.9516, -2.1733], [-1.0599, 2.6414, -0.4242], [-0.6222, 4.2025, 0.4009], [-1.1885, 4.4792, 1.6433], [-0.8411, 5.6341, 2.3291], [0.0836, 6.5162, 1.7866], [0.6701, 6.2329, 0.5615], [0.3229, 5.0783, -0.1250], [-2.8865, 2.6238, -0.4626], [-3.4957, 1.3860, -0.6460], [-4.8752, 1.2603, -0.7175], [-5.6683, 2.3896, -0.5797], [-5.0748, 3.6295, -0.3718], [-3.6938, 3.7489, -0.3160], [0.2713, 2.1187, -2.8639], [1.2947, 0.7344, -2.0580], [0.5149, 2.2725, -4.2141], [1.3484, 1.4810, -4.8815], [-1.9094, 3.7937, 2.0763], [-1.2964, 5.8472, 3.2878], [0.3490, 7.4201, 2.3193], [1.4005, 6.9104, 0.1387], [0.7896, 4.8709, -1.0810], [-2.8823, 0.4989, -0.7164], [-5.3209, 0.2833, -0.8594], [-6.7466, 2.3057, -0.6250], [-5.6902, 4.5121, -0.2565], [-3.2471, 4.7226, -0.1593], [4.3572, 3.2988, 3.5989], [4.3563, 2.5208, 2.5183], [4.1382, 1.1085, 2.7267], [4.6841, 0.2635, 1.8247], [2.6944, 1.0156, 2.9396], [2.2122, -0.0716, 3.5938], [1.7430, 1.8504, 2.3704], [0.4719, 1.5207, 2.3222], [2.2515, 3.1913, 1.8727], [2.0706, 4.1869, 2.7533], [3.6025, 2.9442, 1.4375], [3.7131, 2.2068, 0.3175], [-2.3393, -0.2910, 2.1510], [-2.2059, 0.0452, 3.8074], [-1.1759, 0.5824, 4.4217], [-1.3649, 0.9889, 5.8119], [-2.5257, 0.1471, 6.3440], [-3.5243, -0.2765, 4.8893], [-0.4046, 0.9347, 3.8395], [-1.5926, 2.0556, 5.8538], [-0.4535, 0.8069, 6.3778], [-3.1376, 0.7035, 7.0486], [-2.1785, -0.7693, 6.8157]], "forces_ev_per_angstrom": [[-0.877, 0.533, -0.242], [0.025, 0.019, 0.093], [0.062, -0.012, -0.072], [-0.047, -0.035, -0.065], [0.147, -0.484, -0.234], [0.083, 0.007, -0.124], [0.036, 0.109, 0.031], [0.006, 0.032, 0.005], [-0.006, -0.022, -0.010], [-0.055, -0.062, 0.059], [0.032, -0.026, 0.003], [0.039, -0.014, 0.177], [0.093, 0.002, -0.041], [0.002, 0.025, -0.048], [-0.007, 0.004, -0.010], [-0.050, 0.030, -0.013], [0.026, -0.046, 0.120], [0.114, -0.419, -0.181], [-0.136, -0.078, 0.072], [-0.073, -0.009, 0.092], [0.020, 0.033, -0.005], [0.022, 0.011, 0.008], [0.027, 0.040, -0.032], [-0.089, 0.011, -0.126], [-0.010, 0.040, -0.185], [0.060, -0.079, -0.092], [0.014, -0.047, 0.039], [0.003, -0.004, 0.016], [-0.007, 0.006, 0.058], [-0.022, 0.135, -0.059], [0.010, -0.045, 0.015], [-0.019, 0.006, 0.034], [0.020, -0.016, -0.008], [-0.016, 0.028, 0.015], [-0.038, -0.029, -0.022], [-0.017, -0.043, -0.003], [-0.017, 0.020, 0.017], [0.000, 0.012, -0.006], [0.008, -0.002, 0.009], [-0.014, -0.011, 0.017], [-0.020, -0.023, -0.006], [-0.012, -0.006, -0.022], [0.003, -0.003, -0.011], [-0.005, 0.005, -0.005], [-0.011, -0.001, 0.004], [-0.036, -0.003, -0.007], [0.020, -0.016, -0.007], [0.006, -0.005, 0.009], [0.007, 0.011, 0.001], [0.008, -0.002, -0.006], [0.027, -0.021, 0.007], [-0.014, -0.004, 0.031], [-0.002, 0.002, 0.004], [-0.005, 0.003, 0.013], [-0.010, 0.009, 0.005], [-0.011, 0.002, 0.004], [-0.021, -0.003, 0.058], [0.014, 0.031, -0.140], [-0.045, 0.113, -0.151], [0.011, -0.038, 0.057], [-0.114, 0.083, -0.006], [0.042, -0.054, 0.009], [0.082, -0.086, -0.114], [-0.018, -0.204, 0.178], [0.031, -0.013, -0.030], [0.008, -0.001, 0.112], [-0.025, -0.035, -0.054], [-0.003, -0.013, -0.042], [-0.016, -0.014, 0.059], [-0.001, 0.037, -0.053], [-0.023, 0.026, -0.046], [-0.081, -0.027, -0.030], [0.031, 0.029, 0.010], [0.041, 0.025, 0.005], [0.025, -0.021, 0.005], [-0.046, 0.116, 0.042], [0.057, -0.084, 0.084], [0.071, 0.051, 0.067], [0.011, 0.047, -0.134], [0.013, -0.054, 0.109], [0.010, 0.009, -0.019], [0.005, -0.006, -0.008], [0.005, -0.017, -0.003], [-0.011, -0.004, -0.005], [-0.005, 0.002, 0.003], [0.025, -0.058, -0.012], [0.012, 0.007, 0.000], [0.016, 0.003, 0.004], [0.000, -0.006, -0.002], [-0.028, -0.043, -0.001], [0.029, -0.126, -0.084], [0.024, 0.285, -0.017], [-0.045, 0.156, 0.154], [0.048, -0.155, 0.019], [0.028, -0.289, -0.294], [-0.051, -0.133, 0.009], [-0.352, 0.061, 0.217], [0.939, 0.856, 0.881], [-0.229, -0.004, -0.094], [-0.108, 0.032, -0.124], [0.250, -0.069, 0.144], [-0.101, 0.054, 0.004], [0.186, -0.049, 0.314], [-0.142, -0.098, -0.322], [0.263, 0.152, -0.075], [0.020, -0.079, -0.039], [0.071, 0.074, 0.036], [-0.116, -0.029, -0.077], [-0.090, -0.016, 0.099], [-0.028, 0.024, -0.035], [0.015, 0.020, 0.004], [0.018, -0.015, 0.026], [0.003, -0.022, -0.010]], "homo_energy_ev": [-10.2, -10.1], "e_above_lowest_kj_mol": 308.26, "total_charge": 1, "gap_ha": [0.2741, 0.2786], "e_lumo_ev": [-2.692, -2.525], "energy_ev": -217163.49197}

=====

# 3
{"formula": "C9H13ClNO5S2", "method": "wB97M-V/def2-TZVPD", "symbols": ["O", "S", "O", "O", "N", "S", "O", "O", "C", "C", "C", "Cl", "H", "H", "H", "H", "H", "H", "H", "C", "C", "C", "C", "C", "C", "H", "H", "H", "H", "H", "H"], "xyz": [[0.9573, -0.6094, -1.0779], [-0.1397, -0.1577, -1.8964], [-0.0563, -0.3993, -3.2988], [-1.4227, -1.0158, -1.4069], [-0.4304, 1.3550, -1.4726], [-1.6663, 2.1557, -2.1116], [-1.2784, 3.5437, -2.2149], [-2.2567, 1.5554, -3.2844], [-2.9661, 2.2154, -0.8730], [-3.7804, 0.9521, -0.6173], [-4.4867, 0.4093, -1.8429], [-5.7764, -0.7497, -1.3343], [-1.5180, -0.7795, -0.4804], [-3.6168, 3.0039, -1.2442], [-2.4856, 2.5344, 0.0489], [-4.5449, 1.2146, 0.1178], [-3.1951, 0.1571, -0.1648], [-3.8222, -0.1472, -2.4915], [-4.9701, 1.1868, -2.4245], [4.4637, -0.3560, 3.1402], [4.6890, -1.6834, 3.4782], [4.1780, -2.6959, 2.6778], [3.4482, -2.3801, 1.5393], [3.2227, -1.0535, 1.1966], [3.7311, -0.0433, 2.0026], [4.8593, 0.4356, 3.7649], [5.2616, -1.9284, 4.3644], [4.3485, -3.7324, 2.9425], [3.0499, -3.1686, 0.9138], [2.6516, -0.8104, 0.3092], [3.5517, 0.9914, 1.7402]], "forces_ev_per_angstrom": [[-0.103, 0.026, 0.035], [0.686, 0.614, 0.080], [-0.166, -0.174, -0.118], [-0.110, -0.001, -0.296], [-0.628, -0.537, -0.161], [0.382, 0.551, -0.069], [0.056, -0.025, 0.054], [-0.083, -0.201, -0.022], [0.164, -0.487, 0.067], [-0.265, 0.144, -0.014], [0.093, -0.214, -0.061], [-0.059, 0.000, 0.001], [-0.030, -0.168, 0.336], [-0.016, 0.146, 0.020], [0.010, 0.175, 0.016], [-0.009, 0.021, 0.046], [0.075, 0.026, 0.051], [0.060, 0.033, -0.013], [-0.061, 0.066, 0.021], [-0.005, 0.016, -0.006], [0.010, -0.006, 0.020], [-0.006, -0.012, -0.011], [0.019, -0.015, 0.030], [0.010, 0.026, -0.071], [0.024, -0.005, 0.028], [0.001, 0.003, 0.003], [-0.003, -0.001, 0.007], [0.006, -0.003, -0.002], [-0.012, 0.002, -0.010], [-0.033, -0.006, 0.054], [-0.006, 0.004, -0.012]], "homo_energy_ev": -6.4, "total_charge": -1, "gap_ha": 0.3436, "e_lumo_ev": 2.939, "energy_ev": -55466.30423}